(1)
{"formula": "H34O17", "method": "ωB97M-V/def2-TZVPD", "lumo_energy_ev": -0.433, "charge": 0, "homo_energy_ev": -10.689, "elements": ["O", "H", "H", "O", "H", "H", "O", "H", "H", "O", "H", "H", "O", "H", "H", "O", "H", "H", "O", "H", "H", "O", "H", "H", "O", "H", "H", "O", "H", "H", "O", "H", "H", "O", "H", "H", "O", "H", "H", "O", "H", "H", "O", "H", "H", "O", "H", "H", "O", "H", "H"], "xyz": [[4.47411, -2.39313, 0.22325], [4.77663, -1.97816, -0.54187], [4.69804, -1.95019, 0.93376], [5.24971, 2.04872, -1.46758], [5.56583, 1.71728, -2.30068], [4.27221, 2.03854, -1.28498], [-1.41196, -2.54300, -4.80423], [-1.57451, -2.92107, -3.99189], [-2.11399, -1.96941, -5.04548], [-0.17727, 1.28503, -3.60071], [0.33168, 2.09649, -3.88401], [-1.09342, 1.33537, -3.91447], [-3.53686, -1.68313, 3.34587], [-3.27111, -2.45900, 2.94793], [-4.40235, -1.88001, 3.49714], [-0.27150, -1.67622, 2.18359], [0.51674, -2.15630, 2.15887], [-0.13383, -1.10607, 2.89736], [-0.27579, -0.20590, 0.02428], [0.07254, -0.40939, 0.94132], [0.58823, -0.51323, -0.33030], [2.38906, -2.68827, 1.54417], [3.04422, -2.08978, 0.96564], [2.25365, -3.32675, 0.89393], [0.80104, -3.46828, -0.32119], [0.21910, -2.82709, -0.03658], [0.44347, -4.33382, -0.32142], [-4.75284, -2.81038, -0.48813], [-4.87807, -2.72953, -1.42006], [-4.82269, -1.87832, -0.23090], [1.24305, 0.17022, 4.55135], [2.08188, 0.60003, 4.33640], [0.53542, 0.80898, 4.13595], [-0.22408, 5.55314, -1.48634], [-0.45115, 4.73248, -1.28078], [-0.16745, 5.98442, -0.58054], [3.22760, 3.09023, 0.98357], [3.51942, 4.01530, 0.95836], [3.59619, 2.69190, 1.65629], [-0.45355, 3.11196, -0.95497], [0.02485, 2.71103, -1.85781], [-0.91328, 2.32981, -0.46283], [-1.86951, 1.59844, 2.82548], [-1.76061, 0.80240, 2.41977], [-1.01128, 1.74465, 3.36137], [-2.39341, -2.94966, 0.54887], [-3.14133, -2.36461, 0.69718], [-1.65252, -2.42423, 1.10833], [-2.34155, 3.06618, -3.57159], [-3.11689, 3.21455, -3.10972], [-1.71189, 2.98776, -2.85095]], "atomic_forces_ev_per_a": [[-2.15, -4.44, -4.13], [0.95, 1.23, -1.81], [2.49, 3.52, 5.47], [-0.80, 0.50, 1.67], [-0.80, -0.25, -0.54], [1.56, -0.22, -1.01], [1.76, 0.44, -2.72], [-0.77, -1.08, 2.77], [-0.98, 0.64, -0.04], [1.17, 1.02, 0.12], [-1.28, -1.38, -0.08], [0.38, 0.50, -0.14], [2.46, 2.95, 0.42], [1.66, -2.71, -1.52], [-4.05, -0.29, 1.01], [-2.26, 0.03, -1.04], [2.71, -1.73, -0.32], [0.07, 1.31, 2.18], [2.38, -0.48, 1.04], [-1.66, 0.34, -0.63], [-0.83, 0.50, -1.13], [2.10, 4.03, 0.77], [-2.38, -1.91, 1.91], [-0.84, -2.00, -1.65], [3.08, -1.14, -1.54], [-2.48, 1.69, 0.87], [-1.11, -0.88, 0.06], [-0.54, 0.75, 0.76], [-0.07, -0.33, -1.17], [-0.14, -0.24, 0.18], [-2.12, 1.88, -1.44], [-0.12, -0.09, 0.03], [2.23, -1.82, 1.40], [1.73, 7.31, 0.43], [-1.63, -5.76, 1.36], [-0.03, -0.62, -1.89], [-3.09, 3.53, -5.70], [-0.06, -0.58, 0.11], [3.19, -3.01, 5.49], [0.41, -3.81, -2.14], [-1.95, 0.84, 3.89], [1.53, 1.67, -1.59], [1.85, 3.99, 3.20], [0.35, -3.70, -1.87], [-2.36, -0.20, -1.44], [3.02, 1.92, 2.43], [-0.09, -0.27, -0.34], [-2.24, -1.77, -1.76], [2.16, -0.60, -1.25], [-2.74, 0.59, 1.16], [0.34, 0.14, 0.20]], "mulliken_charge": [-0.59, 0.30, 0.28, -0.64, 0.31, 0.33, -0.60, 0.30, 0.30, -0.66, 0.34, 0.33, -0.55, 0.30, 0.26, -0.43, 0.29, 0.17, -0.55, 0.25, 0.30, -0.69, 0.38, 0.31, -0.66, 0.29, 0.31, -0.63, 0.30, 0.32, -0.61, 0.31, 0.24, -0.61, 0.42, 0.33, -0.56, 0.32, 0.25, -0.76, 0.32, 0.29, -0.59, 0.28, 0.33, -0.62, 0.25, 0.42, -0.62, 0.29, 0.35]}

(2)
{"formula": "H34O21P", "method": "ωB97M-V/def2-TZVPD", "lumo_energy_ev": 6.673, "charge": -3, "homo_energy_ev": -0.128, "elements": ["P", "O", "O", "O", "O", "O", "H", "H", "O", "H", "H", "O", "H", "H", "O", "H", "H", "O", "H", "H", "O", "H", "H", "O", "H", "H", "O", "H", "H", "O", "H", "H", "O", "H", "H", "O", "H", "H", "O", "H", "H", "O", "H", "H", "O", "H", "H", "O", "H", "H", "O", "H", "H", "O", "H", "H"], "xyz": [[0.16043, -0.15727, 0.04454], [0.08843, -1.41727, -0.60446], [1.42843, -0.08527, 1.02254], [-0.94957, -0.04327, 1.01454], [0.27543, 0.98373, -0.89546], [2.00843, 2.11273, 2.00654], [1.48443, 2.76473, 1.57054], [1.72443, 1.27973, 1.59954], [3.85143, 0.53273, 0.51754], [2.96843, 0.23573, 0.80154], [3.81443, 1.47673, 0.20054], [-2.47757, 1.88873, 1.22454], [-1.89857, 1.05573, 1.20354], [-2.52357, 2.15773, 0.30554], [-2.90457, -0.37327, -2.25746], [-2.53057, 0.51473, -2.12446], [-2.14257, -0.98427, -2.27946], [-3.03057, -0.98627, 0.23954], [-3.01357, -0.84727, -0.69246], [-2.23357, -0.53427, 0.66454], [0.61043, 3.36173, 0.04654], [-0.26457, 3.74373, 0.15154], [0.52743, 2.43073, -0.28546], [-0.15657, 0.64373, -3.35646], [0.03743, 0.72773, -2.35446], [-0.71457, 1.38173, -3.52846], [0.84043, -0.87127, 3.27954], [-0.03757, -1.17527, 3.24254], [1.05143, -0.46927, 2.37454], [-0.45657, 2.36173, 3.22454], [0.35343, 2.10373, 2.75054], [-1.17557, 2.16873, 2.59954], [-0.86257, -3.12127, 1.00654], [-0.45857, -2.39827, 0.48854], [-0.33357, -3.35427, 1.74954], [2.14243, 2.11973, -2.20146], [2.36343, 1.29973, -2.65746], [1.44543, 1.70373, -1.64546], [-1.97057, 2.16773, -1.49646], [-1.82057, 2.96673, -2.03546], [-1.08757, 1.83773, -1.24546], [0.94243, -1.79227, -3.07946], [0.42543, -1.06527, -3.43346], [0.67243, -1.67927, -2.18346], [-1.74857, -1.26427, 2.87354], [-2.36457, -0.62727, 3.10254], [-1.36457, -0.70827, 2.13154], [-1.68857, -2.61127, -1.92446], [-1.58357, -3.52227, -1.96546], [-0.96157, -2.26827, -1.30446], [2.92443, -1.93827, 1.53054], [2.32343, -1.13027, 1.46054], [2.45743, -2.50427, 0.89254], [1.93943, -3.08527, -0.48746], [2.63943, -2.57027, -0.77146], [1.25443, -2.43727, -0.51046]], "atomic_forces_ev_per_a": [[4.22, 3.00, 6.71], [-0.03, -4.61, -3.73], [-2.05, 0.57, -3.12], [-0.62, 2.01, 0.41], [-0.60, 2.10, -1.79], [0.91, 0.74, 1.44], [-0.35, 1.04, -0.77], [0.05, -0.54, -0.13], [1.79, 1.49, -1.08], [0.18, 0.57, -0.55], [-0.59, -1.67, 0.77], [-0.04, 0.13, 0.75], [-0.62, 1.21, -0.21], [-0.11, -0.07, -0.15], [0.25, 0.70, -1.01], [-0.27, -0.26, -0.07], [-0.53, -0.06, -0.41], [-0.68, -0.24, 2.26], [-0.10, 0.29, -0.82], [-1.79, -1.35, -1.47], [0.14, 0.68, -0.27], [-0.14, -0.45, 0.14], [-0.28, 0.73, 0.44], [0.64, -0.52, 0.61], [-0.21, -0.24, -1.40], [-0.70, 0.69, -0.33], [2.35, 0.76, 0.32], [-1.81, -0.41, 0.14], [-0.61, -0.72, 1.72], [-0.50, 0.27, -0.01], [0.09, -0.12, 0.54], [0.12, 0.24, 0.13], [-0.94, -0.90, -0.88], [-0.15, -0.71, 0.91], [0.83, 0.27, 0.70], [0.16, -0.39, -0.23], [0.47, 0.14, -0.43], [0.57, 0.73, 0.08], [-0.63, 1.32, -0.93], [-0.01, -0.57, 0.45], [0.39, -0.23, 0.21], [0.74, -0.15, -1.55], [-0.08, 0.22, -0.81], [-0.01, -0.41, 1.37], [0.81, -1.42, 0.08], [-2.38, 1.67, 1.50], [0.36, -1.43, 0.56], [0.49, 2.13, 0.44], [0.33, -2.40, -0.05], [-1.39, -0.66, -0.90], [0.24, 0.11, 0.38], [1.14, -1.66, 0.44], [0.43, -0.23, 0.82], [-0.67, -3.36, -0.12], [2.70, 1.37, -1.14], [-1.52, 0.60, 0.02]], "mulliken_charge": [-3.19, 0.84, -0.29, 1.30, 1.53, -0.80, 0.51, 0.35, -0.76, 0.29, 0.33, -0.89, 0.22, 0.39, -0.86, 0.35, 0.46, -0.75, 0.62, 0.41, -0.77, 0.36, 0.22, -0.80, 0.15, 0.24, -0.79, 0.50, 0.31, -0.84, 0.46, 0.41, -0.68, 0.49, 0.40, -0.85, 0.36, 0.00, -0.76, 0.29, -0.01, -0.79, 0.45, 0.23, -0.81, 0.24, 0.31, -0.73, 0.25, -0.08, -0.92, 0.19, 0.52, -0.91, 0.37, -0.12]}

(3)
{"formula": "H34O22SV", "method": "ωB97M-V/def2-TZVPD", "spin_multiplicity": 2, "lumo_energy_ev": [-2.201, -1.761], "charge": 0, "s2": 0.7899, "homo_energy_ev": [-8.680, -8.680], "elements": ["O", "V", "S", "O", "O", "O", "O", "O", "H", "H", "O", "H", "H", "O", "H", "H", "O", "H", "H", "O", "H", "H", "O", "H", "H", "O", "H", "H", "O", "H", "H", "O", "H", "H", "O", "H", "H", "O", "H", "H", "O", "H", "H", "O", "H", "H", "O", "H", "H", "O", "H", "H", "O", "H", "H", "O", "H", "H"], "xyz": [[0.16817, 1.43325, 4.48130], [0.07759, 0.93924, 2.94333], [-0.24444, -0.14439, -0.20677], [-0.32382, 0.32289, 1.16268], [-1.55810, -0.39095, -0.75248], [0.31684, 0.93356, -0.99392], [0.62980, -1.28490, -0.35387], [1.72461, -0.31477, 2.76757], [2.50481, -0.07915, 2.23210], [1.79985, -1.23050, 2.98127], [1.77624, 2.88244, -3.44709], [1.84017, 2.96425, -4.42024], [0.93848, 2.39221, -3.36792], [-0.35304, -3.60488, 0.52427], [-0.00634, -2.83316, 0.06428], [-1.10094, -3.29201, 1.04721], [-2.69251, -2.57678, -1.41003], [-2.19738, -1.76662, -1.17255], [-3.52983, -2.17395, -1.57475], [-0.94323, -0.94052, -3.65068], [-1.01258, -0.09318, -3.22931], [-0.60956, -1.58839, -3.03994], [-3.58481, 0.85344, -1.52324], [-4.13120, 0.11943, -1.27739], [-2.67609, 0.54412, -1.29120], [3.00682, -2.37470, -0.01689], [2.18677, -1.87196, 0.05367], [3.18312, -2.24239, -0.95779], [-1.38852, 2.46265, 2.72649], [-1.94631, 2.60317, 1.96411], [-1.79085, 2.90074, 3.45165], [0.01748, 3.66421, 0.20029], [-0.15602, 2.80851, -0.15164], [0.84831, 3.98774, -0.11878], [1.76739, -0.04271, -2.93341], [2.71670, -0.19780, -2.63384], [1.28130, 0.31211, -2.18514], [2.94937, 0.80274, 0.04666], [3.41522, 1.57792, 0.34915], [2.12590, 1.23679, -0.20476], [-0.83638, 1.82140, -3.04667], [-1.65207, 2.37575, -2.86953], [-0.42761, 1.69802, -2.19649], [0.54128, -2.95683, -2.28845], [0.91245, -2.43665, -1.59110], [-0.00714, -3.67250, -1.98560], [1.74776, -2.87599, 2.28177], [1.04815, -3.01223, 1.68125], [2.45712, -2.73761, 1.66649], [-1.10494, -0.68337, 3.67307], [-1.85484, -0.77952, 4.31446], [-1.33983, -1.44104, 3.06685], [-3.37210, -0.42778, 1.43445], [-2.77679, -0.23722, 0.70754], [-3.46622, 0.37136, 1.98498], [1.39932, 2.44312, 2.33980], [2.34359, 2.42525, 2.31075], [1.35888, 3.42811, 2.43403]], "atomic_forces_ev_per_a": [[-0.19, -0.97, -2.49], [0.96, 1.03, 4.20], [0.73, -0.43, -3.98], [-0.83, 0.57, 2.57], [-0.32, -0.41, 1.41], [1.09, 2.12, 0.85], [0.00, -0.09, 1.57], [0.21, 2.91, 0.05], [-0.46, -0.12, -0.24], [-0.22, -2.47, 0.06], [-0.19, 0.29, -0.85], [0.18, -0.02, 0.81], [0.20, 0.11, -0.06], [0.05, -0.50, 0.85], [-0.34, 0.25, -0.24], [-0.17, -0.13, -0.46], [0.59, -0.09, 0.58], [0.12, -0.94, -0.37], [-1.20, -0.08, -0.51], [-0.70, -0.23, -1.17], [0.02, 0.53, 0.18], [0.46, -0.46, 0.37], [0.67, 0.89, 0.03], [-0.61, -0.49, 0.13], [-1.03, 0.37, -0.62], [0.27, 0.13, -0.42], [-0.10, 0.33, 0.04], [0.42, -0.32, 0.10], [0.47, -0.90, -0.97], [-0.13, 0.10, -0.69], [-0.42, 0.57, 1.30], [-0.85, 1.29, 1.38], [0.33, -1.17, -0.87], [0.52, -0.03, -0.76], [2.45, -0.96, -0.13], [-2.02, 0.59, -0.47], [0.38, -0.02, 0.01], [-0.15, 0.28, 0.78], [1.04, 0.24, -0.02], [-0.71, -0.47, -0.64], [-2.16, 1.60, -0.81], [1.36, -1.01, -0.47], [0.12, -0.21, 0.76], [0.20, -0.44, -1.91], [-0.07, -0.02, 0.38], [-0.21, -0.24, 0.64], [1.03, 0.60, 2.23], [-2.09, -0.88, -1.11], [1.26, -0.30, -0.44], [-1.57, -1.95, -0.40], [1.13, 0.80, -0.38], [0.57, 1.19, 0.24], [-0.41, 0.07, 1.32], [0.21, 0.24, -0.40], [0.08, -0.49, -0.71], [0.24, 2.04, -0.13], [1.28, -1.32, -0.01], [-1.47, -0.99, -0.12]], "mulliken_charge": [-0.53, 0.32, 0.85, 1.10, 0.06, -1.33, 0.38, -0.36, 0.26, 0.33, -0.66, 0.28, 0.32, -0.77, 0.24, 0.36, -0.71, 0.32, 0.25, -0.71, 0.42, 0.39, -0.79, 0.31, 0.23, -0.86, 0.26, 0.35, -0.47, 0.24, 0.28, -0.71, 0.29, 0.31, -0.55, 0.28, 0.20, -0.53, 0.31, 0.15, -0.72, 0.27, 0.30, -0.77, 0.27, 0.31, -0.82, 0.38, 0.51, -0.50, 0.33, 0.25, -0.58, 0.28, 0.22, -0.34, 0.22, 0.29]}

(4)
{"formula": "H35O17", "method": "ωB97M-V/def2-TZVPD", "lumo_energy_ev": -2.784, "charge": 1, "homo_energy_ev": -12.605, "elements": ["O", "H", "H", "O", "H", "H", "O", "H", "H", "O", "H", "H", "O", "H", "O", "H", "H", "O", "H", "H", "O", "H", "H", "O", "H", "H", "O", "H", "H", "O", "H", "H", "O", "H", "H", "O", "H", "H", "O", "H", "H", "O", "H", "H", "O", "H", "H", "O", "H", "H", "H", "H"], "xyz": [[1.34514, 2.18560, -0.91068], [-2.71506, -3.25882, 1.20351], [-3.73873, -3.10372, 2.38811], [-3.41123, -2.70966, 1.57771], [3.52978, -0.09033, -1.90514], [-3.29132, -1.17654, 0.10278], [1.13073, -1.76675, 0.03546], [1.76265, -1.05901, -0.21591], [0.68123, 1.27464, 1.55521], [-2.72900, -2.30979, -3.39916], [-2.12596, -3.04146, -3.40665], [1.19532, -0.15802, 2.05265], [1.32231, 0.79844, 2.10495], [0.65094, 4.47041, -1.28070], [-1.26758, 0.92259, 1.66349], [-1.71018, 1.62547, 1.16723], [1.11292, -3.08879, -4.46503], [-1.07562, -0.44973, 3.65516], [-3.29474, 2.86286, -3.73735], [-0.35553, -1.04153, -0.73259], [1.74698, 1.94025, 4.34662], [1.92789, 1.43353, -0.92190], [1.26797, 1.21800, 4.80807], [3.85215, 0.52325, -1.22974], [-4.71693, -0.95414, 0.63727], [4.13700, -0.08116, -0.53161], [0.80872, -2.19607, -4.25124], [-1.18792, -1.34292, 3.97030], [0.36916, -1.98216, -5.05907], [3.95162, -2.54555, -2.52754], [2.41130, -2.80284, 2.42280], [-0.98106, 1.93749, 3.93300], [-0.91248, -0.83259, -1.47581], [4.81641, -2.23791, -2.25263], [-0.71749, 0.07298, -1.72920], [1.51361, -2.45556, 2.34678], [0.90762, 2.63423, -1.63741], [1.47073, -2.20808, -0.77975], [-0.35921, 2.59253, 3.59637], [-1.78852, -0.25927, 2.96933], [-1.78628, 0.13611, 1.54579], [0.23175, 4.30278, -2.11754], [1.04295, -3.23340, 2.03183], [1.22834, 2.73113, 4.59457], [-3.94970, -0.51309, 0.26670], [-0.76925, 3.34941, 3.17500], [-2.86019, -1.77761, -2.62268], [-2.33728, 2.84999, -3.67722], [-1.93884, 2.25037, -4.31087], [1.64578, 1.54283, 3.37420], [3.74872, -2.20197, -3.37637], [0.58235, 4.55962, -2.95319]], "atomic_forces_ev_per_a": [[-0.69, 0.51, 2.40], [-0.18, -0.33, 0.30], [0.15, -0.38, 0.01], [0.23, 0.16, 0.00], [0.13, 0.12, -0.16], [0.10, -0.55, -0.11], [1.89, 0.48, -2.67], [-0.51, 0.78, 1.37], [-0.19, -0.57, 0.08], [-1.37, 0.35, -1.86], [0.51, 0.07, 1.05], [-0.38, -0.08, 0.03], [1.40, 0.69, 0.58], [1.03, 0.82, -0.38], [-0.02, 1.34, -0.58], [-0.21, -0.41, -0.18], [0.12, 0.03, 0.37], [-1.05, 0.53, -0.75], [0.07, -0.38, -0.41], [0.61, -0.07, 0.46], [1.14, -1.62, 1.37], [0.39, 0.01, -1.25], [0.38, 0.17, 0.26], [-0.43, -0.57, 0.14], [0.20, -0.26, -0.01], [0.16, 0.25, 0.05], [0.72, -0.80, 0.46], [-0.23, -0.41, 0.13], [-0.73, 0.70, -0.79], [-0.30, -0.47, 1.65], [0.02, 0.25, 0.14], [-0.51, 0.20, -0.52], [-1.00, 0.12, -0.54], [0.24, 0.05, -0.34], [-0.01, 0.12, 0.05], [0.44, -0.47, 1.11], [0.31, -0.60, -0.98], [-1.21, -1.12, 0.39], [0.15, 0.79, 0.32], [1.42, -0.68, 2.25], [-0.61, -0.35, -1.33], [-2.07, -1.45, 0.51], [-0.26, 0.21, -0.16], [-0.29, 0.04, -1.02], [-0.24, 1.45, -0.17], [-0.70, -0.20, 0.15], [0.90, -0.37, 0.72], [0.51, 0.43, 0.57], [-0.58, -0.12, -0.18], [-0.50, 0.27, -1.08], [-0.04, 0.54, -1.29], [1.09, 0.80, -0.13]], "mulliken_charge": [-0.63, 0.29, 0.27, -0.57, 0.32, 0.31, -0.62, 0.19, 0.33, -0.62, 0.30, 0.30, -0.65, 0.31, -0.34, 0.23, 0.31, -0.54, 0.31, 0.33, -0.45, 0.30, 0.43, -0.63, 0.28, 0.30, -0.58, 0.25, 0.28, -0.63, 0.28, 0.30, -0.46, 0.31, 0.25, -0.57, 0.40, 0.33, -0.60, 0.31, 0.19, -0.66, 0.29, 0.47, -0.60, 0.27, 0.29, -0.61, 0.31, 0.50, 0.31, 0.31]}

Computed energy relative to the best compared isomer or geometry (same formula, charge and spin) (kcal/mol) in order:
150.3, 129.6, 16.3, 114.3
Computed molar mass (g mol⁻¹) in order:
306.25, 401.23, 469.26, 307.26